# 1
Here is H14Li5O15S2 as an isolated structure from the OMol25 dataset. Energies are from ωB97M-V/def2-TZVPD.

```
36
H14Li5O15S2 | the OMol25 dataset | ωB97M-V/def2-TZVPD
Li -2.412 0.773 -1.710
Li -1.047 -1.814 -0.834
Li -2.073 2.971 0.722
Li -2.193 -0.449 2.095
Li 0.345 3.673 -0.706
S 0.021 0.728 0.194
O -0.324 2.178 0.335
O 1.429 0.627 -0.144
O -0.304 0.006 1.404
O -0.703 0.100 -0.941
S -3.857 -1.505 -0.155
O -4.717 -0.575 0.579
O -2.646 -1.631 0.702
O -4.398 -2.834 -0.385
O -3.369 -0.973 -1.463
O 2.758 1.825 1.992
H 2.000 2.076 2.539
H 2.378 1.477 1.168
O 1.931 -1.274 2.263
H 1.013 -0.944 2.241
H 2.459 -0.575 1.875
O 2.650 -0.332 -2.277
H 2.963 -1.174 -1.931
H 2.176 0.083 -1.529
O 0.043 2.006 3.455
H -0.344 1.689 2.633
H -0.022 1.256 4.060
O 0.079 -1.997 -2.879
H 0.499 -1.152 -3.072
H 0.807 -2.625 -2.865
O 0.546 2.532 -2.310
H 0.988 1.753 -1.928
H 0.194 2.219 -3.151
O 0.668 -2.634 -0.095
H 1.229 -3.350 -0.409
H 1.234 -2.132 0.526
```

Properties
gap between HOMO and LUMO = 4.62 eV
total charge = +1
lowest unoccupied orbital energy = -0.2332 hartree

***

# 2
Here is a 6-piece molecular cluster, H14NO5 overall from the OMol25 dataset. Energies are from ωB97M-V/def2-TZVPD.

```
20
H14NO5 | the OMol25 dataset | ωB97M-V/def2-TZVPD
N -0.469 0.327 -0.302
H -1.087 -0.035 0.460
H -0.271 1.282 -0.177
H -0.948 0.206 -1.194
H 0.444 -0.235 -0.348
H 3.613 -2.123 2.003
H 3.924 -0.753 2.621
O 3.219 -1.245 2.126
H -2.757 -0.419 1.836
H -1.876 -1.647 2.245
O -2.134 -1.070 1.442
H 0.122 3.743 -0.483
H -1.356 3.950 -0.427
O -0.680 3.263 -0.719
H 3.089 -0.796 -1.042
H 2.536 -0.943 0.379
O 2.265 -0.625 -0.514
H -2.744 -0.311 -3.044
H -2.733 -1.730 -2.367
O -2.157 -0.841 -2.494
```

Properties
gap between HOMO and LUMO = 12.21 eV
total charge = +1
lowest unoccupied orbital energy = -0.1000 hartree

***

# 3
Here is H14NaO7 as an isolated structure from the OMol25 dataset. Energies are from ωB97M-V/def2-TZVPD.

```
22
H14NaO7 | the OMol25 dataset | ωB97M-V/def2-TZVPD
Na -0.180 0.086 -0.063
O 2.239 -1.227 -1.068
H 3.192 -1.158 -1.018
H 2.046 -2.113 -0.761
O -0.627 2.466 -1.173
H 0.129 3.040 -1.296
H -0.978 2.338 -2.054
O 1.427 -0.806 1.894
H 2.195 -0.761 1.325
H 1.608 -0.176 2.592
O -0.702 -2.365 -1.300
H -1.451 -2.801 -0.893
H -0.258 -3.057 -1.789
O -1.615 0.520 1.915
H -2.337 -0.047 2.185
H -1.103 0.654 2.712
O -2.382 -0.140 -1.455
H -2.870 -0.958 -1.556
H -2.982 0.441 -0.987
O 1.541 1.794 0.613
H 1.983 1.621 1.444
H 1.127 2.648 0.735
```

Properties
gap between HOMO and LUMO = 12.05 eV
total charge = +1
lowest unoccupied orbital energy = -0.1158 hartree

***

# 4
Here is a 7-piece molecular cluster, H14O6S overall from the OMol25 dataset. Energies are from ωB97M-V/def2-TZVPD.

```
21
H14O6S | the OMol25 dataset | ωB97M-V/def2-TZVPD
O -2.564 1.013 2.365
H -3.293 1.426 1.908
H -2.226 1.511 3.108
O 1.876 0.398 -2.737
H 2.718 -0.061 -2.879
H 1.634 0.004 -1.887
O -1.824 -0.238 -2.915
H -2.475 0.417 -3.188
H -2.038 -1.024 -3.425
O -1.902 4.075 -1.554
H -2.474 3.331 -1.365
H -2.344 4.848 -1.904
O 2.317 -0.367 2.482
H 1.823 0.126 1.824
H 2.178 -0.057 3.378
O 0.013 -1.756 -0.644
H -0.716 -1.875 -0.025
H -0.313 -1.002 -1.157
S 3.256 -4.128 3.191
H 3.984 -3.522 2.250
H 2.372 -3.119 3.176
```

Properties
gap between HOMO and LUMO = 9.44 eV
SMILES = O.O.O.O.O.O.S
lowest unoccupied orbital energy = 0.0047 hartree

***

# 5
Here is a 7-piece molecular cluster, H14O6S overall from the OMol25 dataset. Energies are from ωB97M-V/def2-TZVPD.

```
21
H14O6S | the OMol25 dataset | ωB97M-V/def2-TZVPD
O 0.285 -1.899 -0.818
H 0.549 -1.625 0.064
H -0.456 -2.498 -0.683
O 0.936 2.225 -0.568
H 0.533 1.478 -0.122
H 0.410 2.493 -1.325
O 0.480 -0.117 -3.078
H 0.466 -0.676 -2.294
H -0.415 -0.160 -3.424
O -3.530 2.358 -0.392
H -4.438 2.424 -0.099
H -2.986 3.137 -0.276
O 0.665 -1.311 2.512
H 0.443 -1.214 3.440
H -0.032 -0.885 1.993
O -1.345 -0.298 0.816
H -2.094 -0.732 1.229
H -1.628 0.542 0.440
S 4.128 -0.729 1.382
H 3.071 -1.134 0.656
H 4.959 -1.381 0.545
```

Properties
gap between HOMO and LUMO = 9.17 eV
SMILES = O.O.O.O.O.O.S
lowest unoccupied orbital energy = -0.0014 hartree

***

# 6
Here is a 7-piece molecular cluster, H14O7 overall from the OMol25 dataset. Energies are from ωB97M-V/def2-TZVPD.

```
21
H14O7 | the OMol25 dataset | ωB97M-V/def2-TZVPD
O -47.127 6.559 -26.314
H -47.076 6.828 -25.421
H -47.723 7.056 -26.756
O -44.076 4.581 -28.936
H -44.413 4.543 -27.981
H -44.755 4.492 -29.565
O -43.546 7.106 -26.585
H -43.794 7.410 -27.451
H -42.711 6.799 -26.541
O -45.024 4.722 -26.260
H -44.484 5.492 -26.103
H -45.677 5.341 -26.732
O -44.987 8.855 -24.884
H -44.601 8.111 -25.409
H -45.738 8.558 -24.494
O -46.002 2.643 -24.464
H -45.587 3.272 -23.717
H -46.055 3.299 -25.184
O -48.996 4.564 -27.192
H -48.468 5.271 -26.680
H -49.576 4.072 -26.647
```

Properties
gap between HOMO and LUMO = 10.66 eV
SMILES = O.O.O.O.O.O.O
lowest unoccupied orbital energy = -0.0067 hartree

***

# 7
Here is H14O7 as an isolated structure from the OMol25 dataset. Energies are from ωB97M-V/def2-TZVPD.

```
21
H14O7 | the OMol25 dataset | ωB97M-V/def2-TZVPD
H -2.075 -2.709 -3.106
H -0.807 -2.205 -2.320
H 0.641 -1.494 -1.389
H 0.899 -2.978 -2.587
H -1.961 -1.032 -0.512
H -1.018 0.186 0.143
H 2.170 1.811 2.492
H -0.073 1.620 2.686
H 1.369 3.468 -0.799
H 0.784 2.990 0.960
H 0.606 -0.105 0.341
H 1.424 1.120 -0.403
H -0.045 -0.970 2.692
H -1.224 -0.420 1.508
O -1.800 -2.573 -1.983
O 0.307 -1.973 -2.371
O -2.016 -0.296 0.175
O 0.681 2.415 2.678
O 1.752 2.990 0.344
O 0.804 0.310 -0.612
O -0.418 -0.153 2.063
```

Properties
gap between HOMO and LUMO = 8.53 eV
lowest unoccupied orbital energy = -0.0453 hartree

***

# 8
Here is a 7-piece molecular cluster, H14O7 overall from the OMol25 dataset. Energies are from ωB97M-V/def2-TZVPD.

```
21
H14O7 | the OMol25 dataset | ωB97M-V/def2-TZVPD
O -0.054 -0.277 1.571
H -0.401 -0.961 1.005
H -0.534 -0.558 2.403
O 0.015 3.611 1.271
H 0.766 3.078 1.252
H 0.024 4.130 0.377
O 2.961 -2.843 0.567
H 3.510 -2.963 -0.172
H 2.379 -3.612 0.484
O 1.797 -0.630 -0.625
H 2.697 -0.546 -1.015
H 1.528 -1.593 -0.694
O -4.678 -1.335 -0.298
H -4.370 -2.186 0.075
H -5.619 -1.294 -0.105
O 2.924 1.874 -1.147
H 2.580 1.211 -0.446
H 2.177 2.379 -1.445
O -2.332 1.010 -0.751
H -2.499 1.292 -1.711
H -2.872 0.213 -0.595
```

Properties
gap between HOMO and LUMO = 10.96 eV
SMILES = O.O.O.O.O.O.O
lowest unoccupied orbital energy = 0.0076 hartree